Computed, not measured: 4 unconnected molecules or ions with the total composition C71H66BNO15S2, with the ωB97M-V functional and the def2-TZVPD basis.

Summary:
charge = 0
SMILES = CCOC[C@](CC(=O)O)(OCCOC)[C@@](CCCSC(=S)N(c1ccccc1)c1ccccc1)(COC)OCB(O)O.O=C1c2ccccc2C(=O)c2ccccc21.O=C1c2ccccc2C(=O)c2ccccc21.O=C1c2ccccc2C(=O)c2ccccc21
E_HOMO = -0.2979 Eh
LUMO = -1.06 eV
DFT total energy = -129248.4472 eV

Last column: Mulliken charge in e.
Atoms and positions in Å:
1 C 1.669 -1.053 4.810  -1.133
2 C 1.396 0.415 4.502  -0.422
3 O 1.002 0.664 3.181  0.134
4 C 2.105 0.818 2.317  -2.291
5 C 1.617 1.093 0.907  2.511
6 C 1.146 -0.220 0.238  -0.397
7 C 0.181 -1.143 0.928  0.344
8 O -0.940 -1.262 0.511  -0.619
9 O 0.575 -1.919 1.951  -0.413
10 O 2.658 1.522 0.009  -0.380
11 C 4.010 1.489 0.393  -0.632
12 C 4.694 0.129 0.392  -0.669
13 O 4.411 -0.570 -0.795  -0.369
14 C 4.393 -1.965 -0.598  -0.807
15 C 0.591 2.275 0.854  1.466
16 C 0.297 2.791 -0.543  -1.828
17 C -0.638 1.894 -1.410  -0.204
18 C -2.016 2.539 -1.667  -0.969
19 S -3.243 1.183 -1.555  0.100
20 C -4.586 1.813 -0.636  0.061
21 S -4.895 3.408 -0.518  -0.273
22 N -5.426 0.883 0.040  0.372
23 C -5.834 -0.237 -0.747  1.105
24 C -6.097 -1.484 -0.179  -0.544
25 C -6.508 -2.555 -0.960  -0.817
26 C -6.699 -2.420 -2.332  -0.545
27 C -6.452 -1.173 -2.900  -0.784
28 C -6.043 -0.102 -2.122  -0.300
29 C -4.913 0.555 1.355  -0.560
30 C -5.578 1.086 2.454  -0.211
31 C -5.175 0.789 3.754  -0.731
32 C -4.079 -0.041 3.950  -0.558
33 C -3.402 -0.557 2.847  -1.036
34 C -3.807 -0.265 1.553  0.171
35 C -0.804 2.011 1.521  -0.063
36 O -0.884 2.516 2.840  -0.167
37 C -2.103 3.175 3.108  -0.514
38 O 1.193 3.276 1.693  -0.297
39 C 1.878 4.360 1.079  -0.397
40 B 2.645 5.123 2.242  0.522
41 O 2.016 5.258 3.464  -0.629
42 O 3.880 5.672 2.022  -0.561
43 H 0.748 -1.629 4.794  0.229
44 H 2.332 -1.489 4.066  0.180
45 H 2.148 -1.153 5.782  0.450
46 H 0.618 0.762 5.178  0.377
47 H 2.300 0.974 4.773  0.343
48 H 2.661 -0.124 2.307  0.407
49 H 2.726 1.621 2.706  0.910
50 H 0.777 -0.077 -0.766  0.578
51 H 2.066 -0.795 0.113  -1.061
52 H 0.035 -2.718 1.877  0.518
53 H 4.530 2.047 -0.387  0.617
54 H 4.259 2.041 1.300  0.227
55 H 5.767 0.362 0.393  0.519
56 H 4.518 -0.458 1.296  0.248
57 H 4.148 -2.482 -1.519  0.187
58 H 3.652 -2.268 0.153  0.293
59 H 5.366 -2.312 -0.240  0.360
60 H -0.252 3.721 -0.405  0.892
61 H 1.164 3.037 -1.143  0.460
62 H -0.862 0.949 -0.925  -0.417
63 H -0.133 1.657 -2.341  0.604
64 H -2.250 3.304 -0.939  0.366
65 H -2.097 2.901 -2.687  0.453
66 H -5.969 -1.668 0.876  0.342
67 H -6.692 -3.520 -0.514  0.377
68 H -7.039 -3.247 -2.932  0.412
69 H -6.592 -1.050 -3.964  0.392
70 H -5.871 0.853 -2.598  0.458
71 H -6.441 1.719 2.305  0.455
72 H -5.729 1.214 4.575  0.452
73 H -3.768 -0.267 4.959  0.418
74 H -2.562 -1.211 3.036  0.342
75 H -3.285 -0.682 0.702  0.879
76 H -1.517 2.606 0.947  0.803
77 H -1.154 0.982 1.467  -1.147
78 H -2.944 2.791 2.533  0.002
79 H -1.999 4.256 2.977  0.213
80 H -2.337 3.014 4.159  0.346
81 H 2.602 4.067 0.319  0.122
82 H 1.187 5.102 0.665  0.283
83 H 1.851 4.396 3.860  0.333
84 H 3.940 6.517 2.484  0.298
85 C -9.320 6.509 7.259  -0.502
86 C -9.284 7.899 7.278  -0.460
87 C -8.685 8.593 6.241  -0.576
88 C -8.109 7.900 5.184  0.188
89 C -8.127 6.504 5.175  0.123
90 C -8.743 5.813 6.210  -0.503
91 C -7.477 5.737 4.074  0.490
92 O -7.497 4.524 4.065  -0.687
93 C -6.797 6.503 2.992  -0.046
94 C -6.139 5.811 1.985  0.067
95 C -5.511 6.505 0.965  -0.358
96 C -5.544 7.895 0.941  -0.814
97 C -6.195 8.592 1.946  -0.595
98 C -6.817 7.900 2.978  0.254
99 C -7.484 8.666 4.067  0.575
100 O -7.516 9.879 4.052  -0.669
101 H -9.796 5.968 8.066  0.403
102 H -9.726 8.441 8.104  0.399
103 H -8.658 9.674 6.249  0.470
104 H -8.764 4.732 6.192  0.482
105 H -6.114 4.729 2.000  0.620
106 H -4.992 5.959 0.188  0.262
107 H -5.057 8.435 0.140  0.399
108 H -6.221 9.673 1.936  0.477
109 C 9.499 -6.506 -2.203  -0.528
110 C 10.597 -6.587 -3.053  -0.466
111 C 10.804 -5.615 -4.017  -0.598
112 C 9.907 -4.562 -4.143  0.285
113 C 8.793 -4.492 -3.303  0.165
114 C 8.599 -5.462 -2.328  -0.544
115 C 7.793 -3.397 -3.449  0.491
116 O 6.827 -3.331 -2.718  -0.661
117 C 8.007 -2.388 -4.523  0.213
118 C 7.060 -1.388 -4.710  -0.627
119 C 7.249 -0.434 -5.695  -0.602
120 C 8.389 -0.469 -6.491  -0.446
121 C 9.334 -1.465 -6.312  -0.684
122 C 9.143 -2.432 -5.333  0.393
123 C 10.154 -3.515 -5.174  0.521
124 O 11.149 -3.547 -5.868  -0.673
125 H 9.345 -7.263 -1.445  0.401
126 H 11.294 -7.410 -2.961  0.397
127 H 11.658 -5.670 -4.677  0.473
128 H 7.741 -5.398 -1.673  0.510
129 H 6.177 -1.363 -4.086  0.674
130 H 6.509 0.341 -5.843  0.424
131 H 8.538 0.282 -7.256  0.390
132 H 10.220 -1.498 -6.931  0.480
133 C 1.634 -4.506 -0.507  -0.125
134 C 1.124 -3.600 -1.431  -0.087
135 C 0.687 -4.039 -2.668  -1.098
136 C 0.769 -5.387 -2.992  0.082
137 C 1.301 -6.294 -2.073  0.175
138 C 1.723 -5.850 -0.827  -1.019
139 C 1.440 -7.738 -2.416  0.576
140 O 1.898 -8.526 -1.615  -0.669
141 C 1.010 -8.184 -3.770  0.132
142 C 1.180 -9.514 -4.132  -0.567
143 C 0.774 -9.948 -5.382  -0.429
144 C 0.188 -9.056 -6.275  -0.540
145 C 0.020 -7.728 -5.922  -0.550
146 C 0.437 -7.285 -4.673  0.169
147 C 0.278 -5.845 -4.323  0.570
148 O -0.231 -5.067 -5.101  -0.663
149 H 1.969 -4.160 0.464  0.600
150 H 1.068 -2.549 -1.184  0.508
151 H 0.284 -3.339 -3.387  0.549
152 H 2.124 -6.559 -0.115  0.466
153 H 1.633 -10.204 -3.433  0.467
154 H 0.911 -10.984 -5.664  0.419
155 H -0.135 -9.399 -7.249  0.391
156 H -0.431 -7.030 -6.613  0.474